A cluster of 2 separate species, C5H16N2O in total at a distorted geometry, computed with ωB97M-V/def2-TZVPD.

E_LUMO: 0.52 eV
frontier orbital gap: 0.321 hartree
energy relative to the best compared isomer or geometry (same formula, charge and spin): 214.9 kJ/mol
highest occupied orbital energy: -8.23 eV
molar mass: 120.2 g/mol

The geometry in ORCA input format:
```
! RIJCOSX wB97M-V def2-TZVPD def2/J DEFGRID3
* xyz 0 1
C -1.888 0.852 -0.917
C -0.438 0.519 -1.270
C 0.575 1.346 -0.400
C 0.362 1.091 1.143
N 0.879 -0.166 1.599
C 0.008 -1.253 1.948
N -0.770 -1.964 0.927
H -1.841 1.959 -0.711
H -2.442 0.423 -0.127
H -2.551 0.834 -1.789
H -0.223 0.731 -2.341
H -0.308 -0.558 -1.221
H 1.646 1.210 -0.723
H 0.429 2.581 -0.415
H -0.590 1.392 1.490
H 1.017 1.949 1.621
H 1.760 -0.448 1.010
H 0.611 -2.074 2.406
H -0.750 -0.843 2.797
H -0.117 -2.231 0.233
H -1.533 -1.309 0.568
O 1.811 -1.611 -1.707
H 2.441 -1.016 -1.437
H 1.910 -1.415 -2.683
*
```

A structure of composition C20H46OP4RhS at a distorted geometry, computed with ωB97M-V/def2-TZVPD.

E_LUMO (alpha / beta): -8.25 / -12.36 eV
frontier orbital gap (alpha / beta): 0.257 / 0.174 hartree
energy relative to the best compared isomer or geometry (same formula, charge and spin): 44.6 kJ/mol
highest occupied orbital energy (alpha / beta): -15.23 / -17.08 eV
<S²>: 6.023
molar mass: 561.5 g/mol

The geometry in ORCA input format:
```
! RIJCOSX wB97M-V def2-TZVPD def2/J DEFGRID3
* xyz 3 5
Rh -0.654 0.290 0.425
P -2.556 1.545 0.584
P -0.107 0.097 2.615
P -1.555 -1.688 -0.005
H 1.822 0.825 -0.514
C 0.985 0.336 -1.022
C -0.076 1.139 -1.521
H -0.024 2.225 -1.392
C -2.284 3.340 0.557
C -3.607 1.311 2.057
C -3.683 1.270 -0.831
C 1.610 -0.509 2.705
C -0.130 1.595 3.655
C -1.137 -1.068 3.578
C -1.897 -1.799 -1.788
C -3.155 -2.114 0.760
C -0.446 -2.982 0.610
H 1.176 -0.646 -1.463
H -0.715 0.766 -2.327
H -1.675 3.610 -0.310
H -1.723 3.648 1.445
H -3.247 3.868 0.509
H -3.069 1.590 2.970
H -3.942 0.273 2.149
H -4.491 1.957 1.960
H -3.143 1.427 -1.772
H -4.506 1.996 -0.774
H -4.105 0.259 -0.834
H 1.876 -0.710 3.753
H 2.289 0.250 2.292
H 1.716 -1.430 2.117
H -0.286 1.308 4.705
H -0.934 2.273 3.346
H 0.822 2.133 3.558
H -0.779 -1.055 4.617
H -1.072 -2.092 3.198
H -2.186 -0.744 3.565
H -2.289 -2.794 -2.024
H -0.990 -1.641 -2.385
H -2.644 -1.054 -2.085
H -3.390 -3.148 0.469
H -3.965 -1.466 0.404
H -3.091 -2.072 1.854
H -0.765 -3.958 0.233
H -0.453 -3.011 1.702
H 0.588 -2.811 0.295
C 1.618 -4.394 -3.587
C 2.525 -5.423 -3.277
C 3.408 -5.890 -4.249
C 3.357 -5.366 -5.548
C 2.382 -4.418 -5.886
C 1.498 -3.954 -4.913
S 0.674 -3.653 -2.332
H 1.263 -2.405 -2.253
H 2.533 -5.802 -2.259
H 4.147 -6.651 -3.990
H 4.086 -5.686 -6.295
H 2.318 -4.027 -6.904
H 0.734 -3.218 -5.140
C 1.995 4.796 -0.524
P 1.824 3.957 1.059
C 3.393 3.139 1.425
C 1.600 5.233 2.321
O 0.692 2.955 1.047
H 2.919 5.391 -0.554
H 1.126 5.450 -0.671
H 2.014 4.047 -1.323
H 4.217 3.858 1.337
H 3.366 2.722 2.439
H 3.544 2.321 0.713
H 0.816 5.929 1.989
H 1.299 4.761 3.268
H 2.539 5.786 2.467
*
```

A cluster of 13 separate species, C27H60BrF21N5O26S7 in total at a distorted geometry, computed with ωB97M-V/def2-TZVPD.

E_LUMO: 3.07 eV
frontier orbital gap: 0.178 hartree
energy relative to the best compared isomer or geometry (same formula, charge and spin): 0.0 kJ/mol
highest occupied orbital energy: -1.76 eV
molar mass: 1574.1 g/mol

The geometry in ORCA input format:
```
! RIJCOSX wB97M-V def2-TZVPD def2/J DEFGRID3
* xyz -3 1
C -10.161 15.569 15.511
C -10.965 14.948 16.656
C -12.326 15.567 16.817
O -12.902 14.970 17.961
C -14.093 15.598 18.435
N -11.083 13.460 16.525
H -11.738 13.226 15.769
H -10.185 13.038 16.321
H -11.488 13.092 17.384
H -10.833 16.185 14.910
H -9.728 14.910 14.757
H -9.367 16.217 15.880
H -10.336 15.069 17.540
H -12.904 15.322 15.919
H -12.265 16.647 16.966
H -14.912 15.549 17.718
H -13.917 16.669 18.576
H -14.368 15.143 19.380
C -15.086 21.144 9.547
C -14.532 22.390 10.214
C -15.636 23.290 10.803
O -15.141 24.480 11.366
C -15.053 25.590 10.479
N -13.607 22.126 11.394
H -12.804 21.514 11.194
H -13.158 22.999 11.664
H -14.023 21.832 12.276
H -14.297 20.571 9.065
H -15.800 21.393 8.759
H -15.703 20.504 10.180
H -13.912 22.974 9.535
H -16.262 22.755 11.523
H -16.429 23.495 10.075
H -15.973 25.987 10.046
H -14.350 25.395 9.665
H -14.578 26.382 11.058
C -14.248 13.837 4.507
C -15.446 13.040 5.050
C -15.574 13.186 6.563
O -16.891 12.852 6.928
C -17.118 12.877 8.337
N -16.719 13.482 4.370
H -16.901 14.483 4.501
H -16.807 13.324 3.368
H -17.537 12.952 4.671
H -14.246 14.905 4.734
H -14.045 13.833 3.435
H -13.362 13.458 5.018
H -15.381 11.991 4.758
H -15.407 14.230 6.841
H -14.822 12.564 7.056
H -17.288 13.883 8.720
H -16.231 12.442 8.805
H -17.994 12.262 8.527
C -15.492 17.790 10.986
C -16.031 16.420 11.326
C -15.911 16.064 12.821
O -15.981 14.640 12.881
C -15.490 14.078 14.063
N -17.446 16.185 10.840
H -18.138 16.925 11.023
H -17.524 16.025 9.836
H -17.829 15.391 11.350
H -16.023 18.569 11.535
H -15.427 17.947 9.910
H -14.455 17.823 11.325
H -15.396 15.691 10.821
H -16.664 16.647 13.361
H -14.937 16.417 13.170
H -15.517 12.995 13.943
H -15.955 14.444 14.981
H -14.417 14.277 14.162
C -18.361 11.426 14.843
C -18.546 12.787 15.606
C -19.494 13.724 14.878
O -19.809 14.818 15.716
C -20.475 15.856 14.989
N -19.066 12.432 17.007
H -19.644 13.238 17.278
H -19.786 11.716 17.042
H -18.368 12.298 17.736
H -17.836 11.673 13.920
H -19.285 10.900 14.605
H -17.694 10.800 15.436
H -17.632 13.355 15.754
H -20.412 13.240 14.527
H -19.013 14.052 13.952
H -19.676 16.317 14.409
H -20.892 16.603 15.661
H -21.281 15.444 14.379
C -12.963 18.809 13.968
F -12.500 17.924 13.105
F -14.123 19.295 13.464
F -13.238 18.183 15.105
S -11.683 20.225 14.213
O -10.461 19.638 14.811
O -11.575 20.760 12.842
O -12.376 21.132 15.132
C -11.620 19.005 8.770
F -11.676 18.425 7.587
F -12.774 18.833 9.435
F -10.652 18.414 9.473
S -11.255 20.870 8.592
O -9.887 20.974 8.074
O -12.234 21.292 7.628
O -11.456 21.497 9.915
C -15.302 17.522 6.625
F -14.516 16.636 7.230
F -15.157 18.682 7.255
F -14.936 17.669 5.339
S -17.148 16.997 6.728
O -17.145 15.890 5.797
O -17.369 16.524 8.083
O -17.877 18.191 6.311
C -17.880 16.271 17.635
F -18.502 17.270 17.006
F -17.487 15.338 16.767
F -16.786 16.808 18.171
S -19.059 15.463 18.995
O -18.477 15.907 20.276
O -20.351 16.083 18.701
O -18.999 13.999 18.853
C -12.406 13.847 11.423
F -12.483 15.143 11.753
F -13.613 13.346 11.650
F -12.056 13.716 10.137
S -11.115 12.943 12.512
O -11.100 11.579 12.049
O -9.876 13.671 12.293
O -11.675 12.968 13.886
C -14.140 11.893 18.925
F -14.851 12.958 19.256
F -12.796 12.054 19.010
F -14.398 10.947 19.813
S -14.678 11.435 17.128
O -16.157 11.534 17.217
O -13.984 12.467 16.323
O -14.162 10.123 16.789
C -18.711 20.924 12.839
F -19.390 21.566 13.815
F -18.822 21.666 11.753
F -17.444 20.822 13.198
S -19.509 19.135 12.674
O -19.247 18.729 11.274
O -18.725 18.341 13.624
O -20.906 19.274 13.073
Br -20.587 14.600 11.084
*
```

A cluster of 2 separate species, C4H9N2 in total at a distorted geometry, computed with ωB97M-V/def2-TZVPD.

E_LUMO: -4.45 eV
frontier orbital gap: 0.288 hartree
energy relative to the best compared isomer or geometry (same formula, charge and spin): 540.1 kJ/mol
highest occupied orbital energy: -12.30 eV
molar mass: 85.1 g/mol

The geometry in ORCA input format:
```
! RIJCOSX wB97M-V def2-TZVPD def2/J DEFGRID3
* xyz 1 1
C -2.193 0.077 0.170
C -0.109 -0.547 -0.986
C 0.247 0.938 0.402
C 2.237 0.345 -0.934
N 1.031 0.217 -0.589
N -0.926 0.192 -0.107
H -2.622 0.737 0.878
H -2.833 -0.731 -0.146
H -0.271 -1.304 -1.627
H -0.102 -1.447 1.497
H 0.609 0.656 1.340
H 0.025 1.945 0.261
H 2.587 -0.249 -1.743
H 2.825 1.016 -0.366
H -0.505 -1.845 1.951
*
```

An isolated molecule of C4H8O2, computed with ωB97M-V/def2-TZVPD.

E_LUMO: 0.97 eV
frontier orbital gap: 0.420 hartree
energy relative to the best compared isomer or geometry (same formula, charge and spin): 53.6 kJ/mol
highest occupied orbital energy: -10.47 eV
molar mass: 88.1 g/mol

The geometry in ORCA input format:
```
! RIJCOSX wB97M-V def2-TZVPD def2/J DEFGRID3
* xyz 0 1
C -2.155 -0.198 -0.122
C -1.041 0.590 0.587
C 0.260 0.218 -0.116
O 0.278 -0.259 -1.230
O 1.412 0.407 0.578
C 2.504 -0.259 -0.102
H -3.128 -0.024 0.347
H -2.214 0.080 -1.178
H -1.941 -1.273 -0.098
H -1.233 1.669 0.500
H -1.029 0.367 1.661
H 3.435 -0.080 0.442
H 2.273 -1.329 -0.137
H 2.579 0.093 -1.133
*
```

Number 1: DFT total energy -10470.295 eV. Number 2: DFT total energy -74506.855 eV. Number 3: DFT total energy -292617.355 eV. Number 4: DFT total energy -7262.544 eV. Number 5: DFT total energy -8372.726 eV.